Molecular formula: C45H75F40N5O10
Method: DFT, ωB97M-V with the def2-TZVPD basis set

Each line ends with the Löwdin charge.
CARTESIAN COORDINATES (ANGSTROEM)
1 F 18.50 16.26 9.94  0.064
2 C 17.14 16.47 9.84  -0.313
3 F 16.59 15.29 10.06  0.120
4 C 16.71 17.45 10.90  -0.461
5 F 15.39 17.65 10.66  0.120
6 F 17.37 18.62 10.72  0.138
7 C 16.91 16.91 12.33  -0.022
8 O 16.35 17.88 13.22  0.080
9 C 16.41 17.58 14.50  -0.512
10 F 15.49 16.64 14.94  0.121
11 F 17.68 17.18 14.94  0.076
12 C 16.11 18.83 15.32  -0.243
13 F 14.87 19.33 14.95  0.066
14 F 16.00 18.50 16.63  0.091
15 H 16.84 16.74 8.81  0.184
16 H 18.07 16.88 12.32  0.139
17 H 16.32 16.03 12.45  0.134
18 H 16.80 19.63 15.26  0.161
19 F 15.70 14.71 21.71  0.053
20 C 15.39 13.35 21.78  -0.244
21 F 14.07 13.14 21.97  0.075
22 C 15.67 12.78 20.36  -0.410
23 F 15.49 11.41 20.44  0.104
24 F 16.95 13.08 19.95  0.106
25 C 14.60 13.34 19.45  -0.038
26 O 14.81 12.71 18.17  0.057
27 C 14.14 13.33 17.19  -0.481
28 F 12.80 13.62 17.47  0.115
29 F 14.64 14.60 16.84  0.084
30 C 14.32 12.54 15.91  -0.311
31 F 14.03 11.27 16.12  0.120
32 F 13.47 13.08 14.99  0.093
33 H 15.91 12.89 22.64  0.177
34 H 14.70 14.44 19.36  0.164
35 H 13.60 13.02 19.84  0.161
36 H 15.37 12.53 15.60  0.155
37 F 19.05 9.56 11.61  0.116
38 C 19.72 8.83 10.73  -0.307
39 F 19.19 8.99 9.50  0.093
40 C 21.22 9.31 10.67  -0.415
41 F 21.90 8.39 9.90  0.081
42 F 21.77 9.24 11.89  0.116
43 C 21.54 10.66 10.00  -0.046
44 O 20.78 11.70 10.60  0.024
45 C 20.76 12.99 10.09  -0.509
46 F 20.67 12.99 8.73  0.141
47 F 19.65 13.56 10.61  0.134
48 C 21.96 13.82 10.54  -0.266
49 F 21.83 13.92 11.88  0.086
50 F 23.17 13.24 10.19  0.072
51 H 19.72 7.76 11.00  0.176
52 H 21.32 10.65 8.93  0.147
53 H 22.65 10.80 10.22  0.161
54 H 21.86 14.83 10.10  0.174
55 F 21.54 14.31 21.71  0.096
56 C 22.14 15.49 21.90  -0.306
57 F 22.80 15.38 23.09  0.079
58 C 23.24 15.75 20.86  -0.441
59 F 24.04 14.63 20.83  0.115
60 F 23.92 16.81 21.31  0.142
61 C 22.73 16.09 19.44  -0.023
62 O 23.81 16.76 18.74  0.044
63 C 23.39 17.28 17.53  -0.492
64 F 23.00 16.23 16.64  0.053
65 F 22.35 18.12 17.49  0.161
66 C 24.60 17.93 16.91  -0.325
67 F 24.12 18.75 15.94  0.079
68 F 25.29 18.59 17.81  0.154
69 H 21.31 16.22 22.02  0.183
70 H 21.87 16.80 19.47  0.152
71 H 22.43 15.15 18.91  0.139
72 H 25.20 17.21 16.36  0.174
73 F 21.42 13.61 16.81  0.128
74 C 20.31 13.54 17.47  -0.325
75 F 20.48 13.72 18.82  0.067
76 C 19.43 14.73 17.02  -0.469
77 F 20.01 15.80 17.52  0.158
78 F 18.20 14.53 17.57  0.132
79 C 19.42 14.81 15.52  -0.031
80 O 19.01 13.53 14.97  0.052
81 C 18.22 13.63 13.87  -0.528
82 F 16.98 14.15 14.22  0.109
83 F 18.74 14.47 13.00  0.164
84 C 17.86 12.24 13.28  -0.269
85 F 17.00 11.60 14.09  0.092
86 F 17.32 12.43 12.05  0.096
87 H 19.91 12.55 17.38  0.139
88 H 20.50 15.05 15.19  0.170
89 H 18.78 15.62 15.24  0.102
90 H 18.79 11.65 13.20  0.166
91 C 26.23 12.10 22.12  -0.133
92 O 25.80 11.72 20.84  -0.168
93 C 24.77 10.73 20.99  -0.201
94 C 24.20 10.30 19.65  -0.389
95 C 23.36 11.38 18.96  -0.061
96 N 23.22 9.19 19.91  0.042
97 H 25.40 12.38 22.73  0.074
98 H 26.96 12.85 22.09  0.072
99 H 26.73 11.35 22.74  0.084
100 H 25.25 9.86 21.48  0.133
101 H 23.96 11.14 21.60  0.126
102 H 25.03 10.00 18.98  0.136
103 H 23.82 12.36 18.95  0.073
104 H 22.43 11.59 19.55  0.080
105 H 22.98 11.18 17.99  0.041
106 H 22.74 8.98 19.05  0.046
107 H 23.61 8.27 20.20  0.088
108 C 24.92 8.28 15.66  -0.117
109 O 24.29 9.32 16.34  -0.202
110 C 24.82 10.61 16.02  -0.179
111 C 23.87 11.56 15.20  -0.367
112 C 23.65 11.13 13.71  -0.035
113 N 24.46 12.93 15.37  0.048
114 H 24.79 8.40 14.58  0.080
115 H 24.49 7.35 16.00  0.086
116 H 26.01 8.29 15.83  0.092
117 H 24.93 11.14 16.96  0.088
118 H 25.77 10.48 15.53  0.119
119 H 22.90 11.52 15.70  0.083
120 H 22.99 11.82 13.20  0.047
121 H 23.23 10.13 13.78  0.048
122 H 24.61 11.11 13.15  0.092
123 H 23.89 13.58 14.88  0.031
124 H 24.51 13.29 16.32  0.061
125 C 24.17 15.99 11.74  -0.116
126 O 22.88 16.50 11.74  -0.205
127 C 22.75 17.61 12.63  -0.211
128 C 21.37 18.18 12.50  -0.440
129 C 21.26 19.31 13.50  -0.053
130 N 20.38 17.17 12.75  0.083
131 H 24.46 15.83 12.80  0.090
132 H 24.97 16.66 11.34  0.106
133 H 24.20 14.99 11.29  0.072
134 H 22.98 17.31 13.67  0.125
135 H 23.47 18.37 12.37  0.128
136 H 21.25 18.56 11.45  0.164
137 H 20.20 19.62 13.67  0.092
138 H 21.73 20.25 13.21  0.081
139 H 21.75 19.02 14.44  0.069
140 H 20.54 16.29 12.32  0.049
141 H 20.35 17.06 13.75  0.060
142 C 10.16 10.64 13.95  -0.100
143 O 10.99 9.76 13.23  -0.181
144 C 12.28 10.21 13.08  -0.255
145 C 13.06 9.14 12.39  -0.427
146 C 13.17 7.76 13.09  -0.036
147 N 14.37 9.70 12.03  0.034
148 H 10.55 10.82 14.98  0.100
149 H 9.24 10.12 14.10  0.072
150 H 10.04 11.58 13.36  0.104
151 H 12.27 11.20 12.54  0.146
152 H 12.75 10.41 14.01  0.098
153 H 12.56 8.96 11.47  0.115
154 H 13.98 7.70 13.83  0.073
155 H 13.37 7.01 12.33  0.067
156 H 12.24 7.53 13.60  0.068
157 H 14.76 9.20 11.25  0.071
158 H 14.26 10.67 11.74  0.061
159 C 19.72 10.46 19.60  -0.142
160 O 20.03 9.81 18.44  -0.201
161 C 18.93 9.70 17.51  -0.183
162 C 19.52 9.20 16.23  -0.434
163 C 20.73 10.03 15.85  -0.049
164 N 18.52 9.08 15.14  0.064
165 H 18.84 9.99 20.15  0.112
166 H 19.42 11.48 19.36  0.059
167 H 20.54 10.56 20.30  0.073
168 H 18.14 9.05 17.87  0.125
169 H 18.42 10.69 17.41  0.130
170 H 19.88 8.17 16.32  0.148
171 H 21.51 9.84 16.61  0.081
172 H 20.43 11.04 15.73  0.054
173 H 21.05 9.63 14.88  0.083
174 H 17.87 8.31 15.32  0.082
175 H 18.02 9.95 15.05  0.033

Relative energy (zero: lowest compared OMol25 entry of this formula, charge and spin) = 0.00 kJ/mol
SMILES string = FC(F)C(F)(F)COC(F)(F)C(F)F.FC(F)C(F)(F)COC(F)(F)C(F)F.FC(F)C(F)(F)COC(F)(F)C(F)F.FC(F)C(F)(F)COC(F)(F)C(F)F.FC(F)C(F)(F)COC(F)(F)C(F)F.COC[C@H](C)N.COC[C@H](C)N.COC[C@H](C)N.COC[C@H](C)N.COC[C@H](C)N
Highest occupied orbital energy = -9.06 eV
Spin multiplicity = 1


Molecular formula: C45H75N3O10
Method: DFT, ωB97M-V with the def2-TZVPD basis set

Each line ends with the Löwdin charge.
CARTESIAN COORDINATES (ANGSTROEM)
1 N 9.12 -9.74 22.35  0.053
2 C 9.39 -10.22 21.11  -0.113
3 C 10.07 -11.40 20.90  -0.082
4 C 10.51 -12.10 22.02  -0.066
5 C 10.02 -11.68 23.30  -0.070
6 C 9.39 -10.48 23.42  -0.179
7 H 9.01 -9.61 20.29  0.098
8 H 10.25 -11.80 19.91  0.074
9 H 11.05 -13.02 21.87  0.089
10 H 10.26 -12.11 24.26  0.094
11 H 8.98 -9.99 24.29  0.104
12 N 12.04 -15.00 18.37  0.092
13 C 12.80 -16.13 18.28  -0.132
14 C 14.19 -16.10 18.32  -0.096
15 C 14.81 -14.86 18.23  -0.065
16 C 14.07 -13.65 18.24  -0.072
17 C 12.72 -13.75 18.34  -0.117
18 H 12.35 -17.12 18.29  0.082
19 H 14.83 -16.97 18.33  0.094
20 H 15.89 -14.87 18.24  0.096
21 H 14.66 -12.75 18.23  0.088
22 H 12.18 -12.85 18.57  0.075
23 N 13.51 -17.60 14.76  0.081
24 C 14.73 -17.40 15.37  -0.112
25 C 15.78 -18.31 15.31  -0.070
26 C 15.72 -19.43 14.49  -0.106
27 C 14.54 -19.69 13.81  -0.049
28 C 13.47 -18.78 14.08  -0.127
29 H 14.80 -16.46 15.90  0.080
30 H 16.71 -18.19 15.85  0.101
31 H 16.55 -20.12 14.44  0.112
32 H 14.52 -20.56 13.17  0.104
33 H 12.51 -18.90 13.59  0.087
34 C 13.82 -11.24 20.99  -0.012
35 C 14.38 -12.00 22.20  -0.424
36 O 14.91 -13.12 22.09  0.008
37 C 14.32 -11.24 23.54  -0.005
38 H 13.12 -10.44 21.22  0.079
39 H 13.32 -11.98 20.38  0.051
40 H 14.66 -10.78 20.46  0.073
41 H 13.89 -10.25 23.39  0.076
42 H 15.24 -11.24 24.11  0.087
43 H 13.56 -11.81 24.07  0.078
44 C 9.04 -15.49 19.99  -0.014
45 C 8.20 -15.14 18.70  -0.397
46 O 8.21 -13.96 18.27  0.004
47 C 7.54 -16.29 17.91  -0.007
48 H 9.09 -14.57 20.58  0.059
49 H 10.07 -15.77 19.78  0.044
50 H 8.46 -16.29 20.46  0.066
51 H 6.99 -15.76 17.13  0.080
52 H 6.83 -16.77 18.58  0.084
53 H 8.30 -16.94 17.48  0.050
54 C 12.49 -15.99 22.95  -0.012
55 C 13.21 -16.92 22.05  -0.482
56 O 12.62 -17.72 21.36  0.043
57 C 14.68 -16.68 21.78  -0.004
58 H 12.92 -14.99 22.90  0.064
59 H 12.45 -16.35 23.98  0.094
60 H 11.49 -15.81 22.56  0.077
61 H 14.96 -17.28 20.91  0.063
62 H 15.35 -16.95 22.59  0.092
63 H 14.73 -15.65 21.42  0.065
64 C 12.30 -12.77 14.22  -0.032
65 C 11.17 -13.81 14.17  -0.426
66 O 10.19 -13.58 13.43  0.019
67 C 11.32 -15.20 14.81  -0.024
68 H 12.85 -12.75 15.17  0.057
69 H 11.96 -11.76 13.99  0.074
70 H 13.02 -12.99 13.43  0.085
71 H 10.33 -15.44 15.19  0.077
72 H 11.99 -15.07 15.67  0.046
73 H 11.67 -15.92 14.07  0.068
74 C 15.00 -21.29 17.27  -0.018
75 C 14.91 -20.15 18.25  -0.457
76 O 15.85 -19.53 18.73  0.029
77 C 13.48 -19.92 18.86  -0.015
78 H 16.02 -21.50 16.94  0.086
79 H 14.46 -20.98 16.38  0.064
80 H 14.41 -22.11 17.67  0.091
81 H 12.76 -19.64 18.09  0.050
82 H 13.63 -19.06 19.51  0.043
83 H 13.17 -20.78 19.44  0.087
84 C 19.62 -11.13 20.08  -0.027
85 C 18.16 -10.96 20.18  -0.466
86 O 17.70 -10.22 21.06  0.048
87 C 17.21 -11.94 19.51  -0.028
88 H 19.88 -12.14 20.40  0.075
89 H 20.10 -10.50 20.82  0.091
90 H 20.02 -11.04 19.07  0.091
91 H 16.91 -12.77 20.15  0.083
92 H 17.66 -12.46 18.66  0.074
93 H 16.26 -11.48 19.23  0.056
94 C 8.91 -9.91 15.40  -0.002
95 C 9.59 -9.90 16.77  -0.472
96 O 9.47 -9.03 17.62  0.060
97 C 10.23 -11.21 17.11  -0.033
98 H 8.82 -8.92 14.96  0.085
99 H 7.95 -10.40 15.60  0.094
100 H 9.45 -10.66 14.81  0.063
101 H 10.97 -11.59 16.41  0.063
102 H 9.58 -12.04 17.40  0.081
103 H 10.77 -11.03 18.04  0.052
104 C 9.54 -21.80 18.72  -0.034
105 C 9.17 -20.35 18.81  -0.455
106 O 8.31 -19.88 18.07  0.022
107 C 9.91 -19.41 19.81  0.001
108 H 10.60 -21.92 18.50  0.070
109 H 9.03 -22.34 17.92  0.085
110 H 9.18 -22.26 19.63  0.090
111 H 10.67 -20.03 20.29  0.068
112 H 9.22 -19.01 20.56  0.082
113 H 10.33 -18.56 19.27  0.065
114 C 10.38 -18.39 15.94  -0.016
115 C 10.57 -19.90 15.69  -0.399
116 O 11.32 -20.66 16.43  -0.033
117 C 9.83 -20.48 14.51  -0.018
118 H 10.40 -18.05 14.91  0.067
119 H 11.25 -18.06 16.50  0.061
120 H 9.38 -18.21 16.35  0.063
121 H 10.20 -21.50 14.53  0.083
122 H 10.18 -19.93 13.63  0.078
123 H 8.74 -20.54 14.60  0.096
124 C 20.97 -15.29 19.67  -0.015
125 C 20.67 -16.32 18.52  -0.429
126 O 21.67 -16.80 17.95  0.029
127 C 19.25 -16.45 18.00  -0.027
128 H 22.00 -14.98 19.47  0.079
129 H 20.74 -15.78 20.61  0.083
130 H 20.36 -14.40 19.56  0.049
131 H 19.05 -17.51 18.08  0.085
132 H 19.14 -16.08 16.98  0.088
133 H 18.48 -15.94 18.57  0.062

Relative energy (zero: lowest compared OMol25 entry of this formula, charge and spin) = 0.00 kJ/mol
Highest occupied orbital energy = -9.44 eV
Spin multiplicity = 1


Molecular formula: C45H78F13N3O16S
Method: DFT, ωB97M-V with the def2-TZVPD basis set

Each line ends with the Löwdin charge.
CARTESIAN COORDINATES (ANGSTROEM)
1 C -0.26 -1.76 8.96  0.025
2 C 0.22 -1.16 7.69  -0.471
3 O 1.23 -0.49 7.63  0.099
4 N -0.60 -1.43 6.49  -0.030
5 C -1.07 -0.08 6.05  -0.023
6 C 0.32 -2.05 5.50  -0.261
7 N 0.98 -3.08 6.28  0.119
8 C -0.08 -4.07 6.42  -0.343
9 O -0.40 -4.62 7.45  0.151
10 C -0.66 -4.22 5.02  -0.148
11 C -2.03 -4.88 4.90  -0.086
12 C -2.02 -6.30 5.43  -0.163
13 O -2.73 -6.37 6.67  -0.045
14 C -2.97 -7.66 7.01  -0.312
15 O -3.98 -8.27 6.68  0.089
16 C -0.39 -2.84 4.38  -0.251
17 C -1.53 -2.14 3.65  -0.063
18 C -2.82 -1.88 4.47  -0.079
19 C -4.05 -2.19 3.66  -0.456
20 F -4.00 -1.41 2.55  0.120
21 F -4.10 -3.44 3.22  0.147
22 C -5.39 -1.82 4.33  -0.364
23 F -5.59 -0.51 4.32  0.180
24 F -6.35 -2.37 3.58  0.166
25 C -5.59 -2.42 5.78  -0.384
26 F -6.87 -2.72 5.92  0.175
27 F -4.88 -3.54 5.86  0.149
28 C -5.26 -1.40 6.91  -0.424
29 F -4.22 -0.63 6.58  0.122
30 F -6.31 -0.59 7.01  0.157
31 S -4.90 -2.18 8.61  0.725
32 F -5.83 -3.38 8.26  -0.097
33 F -6.10 -1.44 9.29  -0.111
34 F -3.97 -0.97 9.01  -0.122
35 F -3.66 -2.91 7.98  -0.117
36 F -4.58 -2.86 9.98  -0.092
37 C 0.64 -3.13 3.25  -0.154
38 C 1.91 -2.61 3.21  -0.006
39 C 2.69 -2.95 2.14  -0.047
40 C 2.20 -3.78 1.18  -0.143
41 N 0.99 -4.34 1.19  0.108
42 C 0.27 -3.97 2.24  -0.109
43 H 0.11 -1.18 9.79  0.087
44 H -1.32 -1.91 8.98  0.067
45 H 0.22 -2.72 9.01  0.085
46 H -0.75 0.69 6.73  0.096
47 H -2.14 -0.07 6.08  0.050
48 H -0.70 0.17 5.06  0.097
49 H 0.97 -1.25 5.18  0.139
50 H 1.73 -3.55 5.78  0.140
51 H 0.02 -4.97 4.62  0.151
52 H -2.75 -4.34 5.49  0.099
53 H -2.32 -4.92 3.86  0.111
54 H -2.46 -6.97 4.70  0.129
55 H -1.00 -6.64 5.59  0.127
56 H -2.22 -8.15 7.63  0.147
57 H -1.16 -1.17 3.35  0.129
58 H -1.81 -2.64 2.74  0.100
59 H -2.82 -2.37 5.42  0.103
60 H -2.89 -0.83 4.67  0.095
61 H 2.31 -1.96 3.96  0.112
62 H 3.68 -2.57 2.05  0.105
63 H 2.83 -4.00 0.33  0.098
64 H -0.72 -4.39 2.29  0.117
65 C -0.83 -2.06 -6.28  -0.104
66 O -1.79 -2.34 -5.29  -0.193
67 C -2.59 -3.47 -5.58  -0.202
68 C -2.63 -4.50 -4.47  -0.184
69 O -1.40 -5.11 -4.15  -0.118
70 C -0.41 -4.38 -3.43  -0.176
71 C -0.77 -4.05 -2.00  -0.198
72 O -1.80 -3.07 -1.90  -0.201
73 C -2.77 -3.33 -0.91  -0.104
74 H -1.25 -1.44 -7.07  0.091
75 H -0.01 -1.51 -5.82  0.072
76 H -0.42 -2.97 -6.72  0.089
77 H -2.25 -3.95 -6.50  0.120
78 H -3.62 -3.12 -5.75  0.127
79 H -3.27 -5.31 -4.84  0.129
80 H -3.13 -4.11 -3.57  0.113
81 H -0.09 -3.49 -3.98  0.111
82 H 0.45 -5.05 -3.39  0.127
83 H 0.12 -3.63 -1.51  0.109
84 H -1.04 -4.97 -1.48  0.123
85 H -2.95 -4.40 -0.79  0.089
86 H -3.70 -2.85 -1.22  0.089
87 H -2.46 -2.90 0.05  0.076
88 C -0.16 0.26 -2.26  -0.097
89 O 0.65 1.30 -2.77  -0.186
90 C 1.59 0.91 -3.75  -0.194
91 C 1.52 1.74 -5.02  -0.181
92 O 0.31 1.65 -5.75  -0.122
93 C -0.88 2.24 -5.25  -0.178
94 C -0.88 3.75 -5.14  -0.199
95 O -0.02 4.22 -4.12  -0.194
96 C 0.75 5.36 -4.46  -0.108
97 H 0.35 -0.25 -1.43  0.086
98 H -1.08 0.71 -1.88  0.090
99 H -0.42 -0.47 -3.02  0.080
100 H 1.48 -0.15 -4.00  0.115
101 H 2.59 1.05 -3.32  0.106
102 H 2.29 1.35 -5.69  0.128
103 H 1.78 2.78 -4.83  0.114
104 H -1.18 1.78 -4.31  0.115
105 H -1.65 1.98 -5.98  0.128
106 H -1.90 4.07 -4.90  0.127
107 H -0.60 4.18 -6.11  0.123
108 H 1.03 5.37 -5.52  0.087
109 H 1.66 5.33 -3.87  0.086
110 H 0.20 6.28 -4.22  0.083
111 C 5.66 1.07 -3.20  -0.113
112 O 6.42 0.02 -2.63  -0.184
113 C 6.46 0.09 -1.22  -0.197
114 C 5.98 -1.18 -0.54  -0.176
115 O 4.63 -1.55 -0.79  -0.131
116 C 4.27 -2.05 -2.08  -0.181
117 C 4.88 -3.37 -2.48  -0.197
118 O 6.27 -3.27 -2.74  -0.191
119 C 7.05 -4.34 -2.24  -0.110
120 H 6.27 1.96 -3.37  0.091
121 H 5.29 0.71 -4.17  0.088
122 H 4.80 1.32 -2.58  0.075
123 H 5.84 0.93 -0.87  0.120
124 H 7.49 0.28 -0.90  0.128
125 H 6.03 -0.99 0.54  0.125
126 H 6.65 -2.02 -0.73  0.113
127 H 4.42 -1.30 -2.85  0.108
128 H 3.19 -2.21 -2.01  0.121
129 H 4.39 -3.70 -3.41  0.130
130 H 4.68 -4.12 -1.71  0.115
131 H 6.65 -4.73 -1.30  0.085
132 H 8.06 -3.96 -2.05  0.087
133 H 7.12 -5.15 -2.98  0.088
134 C 0.90 12.75 -7.46  -0.114
135 O 0.09 12.12 -6.50  -0.192
136 C -0.47 10.88 -6.90  -0.197
137 C -0.20 9.75 -5.93  -0.185
138 O 1.15 9.38 -5.76  -0.123
139 C 2.03 10.26 -5.06  -0.181
140 C 1.72 10.50 -3.60  -0.198
141 O 0.55 11.27 -3.41  -0.195
142 C -0.29 10.84 -2.37  -0.111
143 H 0.29 13.36 -8.14  0.087
144 H 1.59 13.41 -6.93  0.087
145 H 1.48 12.03 -8.04  0.088
146 H -0.10 10.60 -7.90  0.122
147 H -1.56 11.01 -6.97  0.127
148 H -0.68 8.86 -6.35  0.127
149 H -0.69 9.93 -4.97  0.112
150 H 2.15 11.20 -5.59  0.111
151 H 3.00 9.75 -5.10  0.128
152 H 2.56 11.05 -3.16  0.127
153 H 1.64 9.54 -3.08  0.121
154 H -0.29 9.75 -2.26  0.084
155 H -1.31 11.15 -2.61  0.087
156 H -0.01 11.30 -1.42  0.087

SMILES string = CC(=O)N(C)[C@H]1NC(=O)[C@@H](CCOC=O)[C@]1(CCC(F)(F)C(F)(F)C(F)(F)C(F)(F)S(F)(F)(F)(F)F)c1cccnc1.COCCOCCOC.COCCOCCOC.COCCOCCOC.COCCOCCOC
Highest occupied orbital energy = -9.03 eV
Spin multiplicity = 1


| no. | LUMO energy (hartree) |
| --- | --- |
| 1 | 0.016 |
| 2 | 0.006 |
| 3 | 0.012 |